1.
DFT (ωB97M-V/def2-TZVPD) results for C29H34Cl5CsN2O4SeSi2Te as an isolated structure at a distorted geometry.

## Properties
- E: -7105.6890 Ha
- Energy relative to the best compared isomer or geometry (same formula, charge and spin): 2.1286 eV
- Highest occupied orbital energy: -1.29 eV
- LUMO: 0.1350 Ha

```
! wB97M-V def2-TZVPD RIJCOSX def2/J DEFGRID3
* xyz -2 1
Cs 2.3552 -0.9726 0.6888
Te -0.1012 1.6190 0.0870
Se 0.9967 -0.0038 -4.2668
Cl 6.0541 1.9529 6.2490
Cl -2.0250 -3.5589 -0.4176
Cl -1.5539 -4.3971 4.9313
Cl 0.3001 -1.8642 5.1061
Cl -2.7318 -5.2524 2.1387
Si 0.0373 4.1534 -2.0844
Si -3.0071 1.5345 1.7828
O 4.5732 -1.9963 1.0297
O -0.2190 -1.3372 0.0959
O 6.4995 -1.0796 0.3220
O 0.7762 -0.5564 2.5497
N -1.1874 -1.8048 -3.7991
N 0.7389 -2.8064 -3.8272
C -0.1948 -3.7987 -3.6472
C 5.6658 -0.4708 2.4394
C 1.6956 3.4484 -2.5877
C -1.3269 3.4740 -3.1718
C 0.1392 -1.5953 -3.9311
C 0.0660 6.0281 -2.2985
C 4.5440 -0.1469 3.1920
C 5.8979 1.0165 4.7662
C -2.1810 -0.7739 -3.6142
C 6.9070 -0.0156 2.8789
C -2.6221 -3.8508 -3.5118
C -1.3464 -3.1364 1.1403
C -1.6768 -3.8696 2.2764
C -0.5005 -2.0119 1.1443
C -3.3600 -0.1919 1.1811
C -1.4360 -3.1499 -3.6454
C -3.8073 1.7310 3.4775
C -1.1686 -3.4966 3.4917
C -0.2728 3.7370 -0.2910
C -1.1656 1.8091 1.9303
C 4.6464 0.6058 4.3536
C 7.0379 0.7136 4.0465
C -0.0949 -5.1697 -3.4945
C 0.0355 -1.5999 2.4592
C -0.3267 -2.3823 3.5610
C -1.2830 -5.8717 -3.3543
C 5.5879 -1.2712 1.1316
C -3.7645 2.7997 0.6092
C -2.5196 -5.2255 -3.3674
H -4.8443 2.6428 0.5690
H 1.7428 -2.8759 -3.8000
H 2.4595 3.6760 -1.8465
H 2.0157 3.8648 -3.5445
H -0.7129 1.0523 2.5675
H -1.2837 4.0240 -0.0124
H 3.5535 -0.4720 2.9013
H -3.3629 2.6834 -0.3934
H -3.4203 -5.8082 -3.2307
H -1.0864 3.6130 -4.2237
H 7.7632 -0.2495 2.2615
H -3.5761 -3.3500 -3.4811
H -3.4093 1.0006 4.1761
H 8.0030 1.0532 4.3978
H -4.8855 1.5841 3.4107
H -3.5821 3.8219 0.9307
H -4.4356 -0.3737 1.1838
H -1.7042 0.1837 -3.8238
H -1.2458 -6.9417 -3.2100
H 0.8633 -5.6681 -3.4630
H -1.4566 2.4096 -2.9980
H 3.7633 0.8555 4.9253
H -2.2720 3.9715 -2.9631
H -3.6265 2.7217 3.8918
H 0.4293 4.2585 0.3585
H 0.8987 6.4710 -1.7576
H -2.5253 -0.7946 -2.5797
H -3.0089 -0.9320 -4.3074
H -2.9762 -0.3593 0.1741
H -0.8519 2.7817 2.3020
H -0.8539 6.4715 -1.9247
H 0.1707 6.2932 -3.3503
H -2.8876 -0.9417 1.8086
H 1.6636 2.3680 -2.6992
*
```

---

2.
DFT (ωB97M-V/def2-TZVPD) results for C29H34FINO2Pt as an isolated structure at a distorted geometry.

## Properties
- E: -1847.5924 Ha
- Energy relative to the best compared isomer or geometry (same formula, charge and spin): 0.0000 eV
- Highest occupied orbital energy (alpha / beta): -4.01 / -4.82 eV
- LUMO (alpha / beta): 0.0803 / 0.0729 Ha

```
! wB97M-V def2-TZVPD RIJCOSX def2/J DEFGRID3
* xyz -1 3
Pt -0.0283 -0.0013 -0.7453
I -2.7694 1.4577 6.7440
F 1.0670 -1.6487 1.4284
O -0.2186 1.9816 0.1723
O 1.3349 3.1633 1.2694
N -1.0248 -1.8303 -0.4475
C 0.3411 2.4471 1.2308
C 1.2821 0.6224 -2.3142
C 2.9826 0.2768 -4.1200
C -2.8176 -1.8652 -2.1929
C -4.8927 -3.0078 -1.6898
C -3.1468 -4.6118 1.9030
C -1.7100 1.7507 4.9349
C -2.3108 -2.1952 -0.9099
C 2.3146 -0.3429 -2.8867
C -2.4962 0.3538 -3.3169
C -0.2388 3.0571 3.5948
C -4.1028 -2.2667 -2.5453
C -2.7032 -3.2397 1.3916
C 1.8759 -3.7593 0.8601
C -0.3619 2.1447 2.5539
C 1.7256 -1.7059 -3.2539
C -1.8294 0.8093 3.9283
C -0.1290 -2.8604 -0.2345
C 1.7694 -4.9470 0.1477
C -4.3964 -3.3453 -0.4435
C -1.1556 1.0168 2.7322
C 0.9491 -2.7629 0.6703
C -3.2592 -2.1263 2.2860
C -2.0535 -1.7712 -4.6040
C -0.2147 -4.0918 -0.9175
C -0.9177 2.8745 4.7903
C -3.1306 -2.9521 -0.0368
C 0.7153 -5.0997 -0.7396
C -2.0187 -1.1026 -3.2284
H -2.4475 -0.0644 4.0744
H 3.4711 1.2211 -3.8727
H 2.4940 -5.7371 0.2933
H -1.3432 -1.2773 -5.2709
H -1.7770 -2.8244 -4.5256
H -2.9081 -2.2412 3.3147
H -2.2769 0.8859 -2.3902
H 2.6728 -3.6024 1.5756
H -5.0229 -3.9187 0.2290
H -3.0424 -1.7047 -5.0633
H -5.8887 -3.3150 -1.9852
H -2.6499 -4.8303 2.8501
H -4.3516 -2.1451 2.2819
H 1.7889 1.4930 -1.8871
H -1.2382 0.2944 1.9281
H 2.4864 -2.3409 -3.7165
H -4.2232 -4.6417 2.0830
H -1.9842 0.8729 -4.1307
H 0.6235 -6.0128 -1.3158
H -0.8288 3.5980 5.5895
H 0.4015 3.9180 3.4519
H -1.6194 -3.2055 1.4556
H 3.7306 -0.3993 -4.5441
H -0.9768 -1.0938 -2.9071
H 3.0912 -0.5146 -2.1332
H 0.8996 -1.5987 -3.9632
H 0.6294 0.9845 -3.1188
H 1.3522 -2.2193 -2.3660
H 2.2334 0.4698 -4.8932
H -2.9330 -1.1594 1.9040
H -4.4880 -2.0018 -3.5230
H -1.0332 -4.2204 -1.6144
H -2.8886 -5.4004 1.1938
H -3.5731 0.3955 -3.5002
*
```

---

3.
DFT (ωB97M-V/def2-TZVPD) results for C29H34GeN2NiOPSe2 as an isolated structure.

## Properties
- E: -10039.4398 Ha
- Energy relative to the best compared isomer or geometry (same formula, charge and spin): 0.0000 eV
- Highest occupied orbital energy (alpha / beta): -11.01 / -11.07 eV
- LUMO (alpha / beta): -0.1230 / -0.1465 Ha

```
! wB97M-V def2-TZVPD RIJCOSX def2/J DEFGRID3
* xyz 1 3
Se 2.7021 1.8634 -0.1587
Se -0.7190 2.2233 1.3290
Ge -1.1738 5.0788 -0.2102
Ni 0.9699 0.5025 0.7461
P -0.1664 -1.4313 0.0670
O 1.7944 0.7514 3.4133
N 1.1814 -0.2041 2.6169
N 5.5931 -1.7256 -1.1413
C -1.7690 -1.0720 -0.7046
C -1.7734 5.6976 -1.9590
C 5.4461 -1.2893 0.1099
C -0.8050 3.1317 -0.3947
C -1.1033 -3.7754 1.1910
C 0.0876 -3.1743 -2.1387
C -4.1756 -1.0914 -0.8060
C -2.9940 -1.4829 -0.1868
C 0.5863 -1.0928 3.3033
C 2.1485 -4.3078 -2.6513
C -2.9175 0.1273 -2.4547
C 3.8634 0.3820 -0.5305
C -0.4502 -3.1993 3.8010
C -0.1478 -2.2657 2.8077
C 2.0753 -2.7413 -0.8345
C 4.0176 -0.0571 -1.8369
C -4.1381 -0.2879 -1.9361
C -2.5615 5.3028 1.1463
C 0.7214 -2.5086 -1.0923
C 4.8956 -1.1008 -2.0905
C -0.5021 -2.5533 1.4762
C 4.6054 -0.2394 0.4634
C 0.4998 5.9118 0.3397
C 0.8073 -4.0665 -2.9202
C -1.7364 -0.2591 -1.8411
C 2.7843 -3.6493 -1.6079
C -2.5411 1.5695 1.3885
C -1.3885 -4.6939 2.1878
C -1.0661 -4.4006 3.5033
H -2.6071 0.8469 2.1997
H 3.8319 -3.8262 -1.4038
H 2.3731 1.2387 2.8018
H -3.1946 2.4136 1.5938
H -0.9605 -2.9935 -2.3479
H 0.3121 6.9047 0.7507
H -5.0602 0.0137 -2.4165
H -0.7829 0.0692 -2.2431
H 3.4677 0.4037 -2.6470
H -0.9936 5.5404 -2.7059
H -5.1254 -1.4158 -0.4009
H -1.5601 2.6179 -0.9909
H 2.5787 -2.2183 -0.0279
H -2.8004 1.1045 0.4420
H -0.1816 -2.9794 4.8280
H 4.5394 0.0813 1.4956
H 0.6760 -1.0051 4.3840
H -1.3482 -4.0162 0.1630
H 0.1611 2.9664 -0.8686
H -2.6703 5.1596 -2.2707
H -1.2810 -5.1058 4.2944
H -2.0084 6.7624 -1.9318
H 1.1785 6.0100 -0.5081
H -1.8574 -5.6360 1.9354
H 0.3176 -4.5792 -3.7381
H 0.9949 5.3148 1.1081
H -3.5165 4.8923 0.8113
H 5.0346 -1.4605 -3.1040
H -2.8867 0.7510 -3.3390
H -3.0336 -2.1016 0.7001
H -2.7065 6.3642 1.3531
H -2.2734 4.8168 2.0805
H 6.0298 -1.7972 0.8695
H 2.7024 -5.0097 -3.2614
*
```